[1]
DFT (ωB97M-V/def2-TZVPD) results for 4 unconnected molecules or ions with the total composition C2H10O4 at a distorted geometry.

Each line ends with the natural charge from an NBO analysis.
CARTESIAN COORDINATES (ANGSTROEM)
C  2.739  0.270  -0.322  -0.50
C  1.712  -0.437  0.095  0.13
O  0.878  -0.016  1.067  -0.72
H  3.387  -0.127  -1.070  0.21
H  3.004  1.185  0.162  0.20
H  1.477  -1.384  -0.384  0.17
H  0.109  -0.613  1.079  0.53
H  -1.800  -1.279  0.188  0.51
H  -2.231  -1.753  1.567  0.49
O  -1.472  -1.392  1.108  -0.99
H  -0.807  2.447  0.420  0.48
H  0.065  1.180  0.404  0.49
O  -0.569  1.692  -0.120  -0.99
H  -2.394  -0.203  -2.110  0.48
H  -1.771  0.602  -0.933  0.52
O  -2.328  -0.172  -1.152  -1.00

Computed properties:
Gap between HOMO and LUMO   9.828 eV
E_HOMO   -9.1 eV
SMILES   C=CO.O.O.O

[2]
DFT (ωB97M-V/def2-TZVPD) results for a molecular structure, C53H56CoN14O2S.

Each line ends with the Löwdin spin population.
CARTESIAN COORDINATES (ANGSTROEM)
Co  0.001  -0.249  0.384  0.96
C  -3.564  0.672  -1.598  0.00
C  -3.998  -0.845  0.551  0.00
C  -3.234  -1.955  1.346  0.00
N  -1.773  -1.859  1.341  0.02
C  -1.063  -2.923  1.537  0.00
C  -1.513  -4.283  1.370  0.00
C  -1.059  -5.461  1.913  0.00
C  -0.089  -5.663  2.900  0.00
C  0.766  -4.690  3.380  0.00
C  1.009  -3.405  2.912  0.00
C  0.383  -2.658  1.878  0.00
N  0.936  -1.622  1.300  -0.01
C  2.324  -1.264  1.546  0.01
C  2.460  -0.034  2.485  0.00
C  1.126  0.568  2.935  0.00
N  0.304  0.966  1.804  -0.01
C  -0.415  2.094  1.853  0.00
C  -0.645  2.869  2.984  0.00
C  -1.282  4.134  3.054  0.00
C  -1.497  5.069  2.079  0.00
C  -1.061  4.937  0.725  0.00
C  -0.815  3.787  0.067  0.00
C  -1.184  2.449  0.581  0.00
N  -1.049  1.246  -0.366  -0.01
C  -1.241  1.578  -1.797  0.00
C  -2.359  0.818  -2.514  0.00
H  -3.431  2.721  -1.748  0.00
H  -4.391  0.170  -2.088  0.00
H  -4.818  -1.313  -0.002  0.00
H  -4.432  -0.099  1.214  0.00
H  -3.593  -2.927  0.997  0.00
H  -3.542  -1.883  2.392  0.00
H  -2.363  -4.383  0.701  0.00
H  -1.580  -6.353  1.577  0.00
H  -0.013  -6.657  3.325  0.00
H  1.392  -4.989  4.216  0.00
H  1.802  -2.876  3.428  0.00
H  2.775  -1.018  0.579  0.00
H  2.881  -2.115  1.936  0.00
H  3.017  0.750  1.967  0.00
H  3.029  -0.306  3.379  0.00
H  1.350  1.429  3.565  0.00
H  0.580  -0.163  3.546  0.00
H  -0.381  2.424  3.934  0.00
H  -1.566  4.439  4.058  0.00
H  -1.893  6.031  2.385  0.00
H  -0.873  5.859  0.180  0.00
H  -0.342  3.860  -0.906  0.00
H  -0.294  1.406  -2.307  0.00
H  -1.448  2.642  -1.890  0.00
H  -2.044  -0.179  -2.822  0.00
H  -2.604  1.369  -3.425  0.00
C  0.240  -3.367  -4.277  0.00
N  0.352  -2.364  -3.226  0.00
C  -0.386  -2.162  -2.128  0.00
N  0.178  -1.235  -1.381  0.00
C  1.297  -0.891  -2.088  0.00
N  1.438  -1.552  -3.211  0.00
C  -0.968  -3.313  -5.189  0.00
C  -1.213  -4.453  -5.948  0.00
C  -2.188  -4.452  -6.931  0.00
C  -2.945  -3.315  -7.156  0.00
C  -2.740  -2.186  -6.373  0.00
C  -1.749  -2.183  -5.391  0.00
C  -3.584  -1.012  -6.626  0.00
N  -4.216  -0.709  -7.705  0.00
N  -4.895  0.477  -7.444  0.00
C  -4.626  0.792  -6.230  0.00
O  -3.788  -0.108  -5.652  0.00
C  -5.090  1.897  -5.385  0.00
C  -5.348  3.173  -5.867  0.00
C  -5.669  4.178  -4.966  0.00
C  -5.690  3.932  -3.598  0.00
C  -5.460  2.650  -3.107  0.00
C  -5.402  2.380  -1.620  0.00
N  -4.003  2.081  -1.185  0.00
C  -3.067  -0.157  -0.424  0.00
N  -2.199  0.681  0.332  0.01
C  -2.735  1.978  0.829  0.00
N  -3.923  2.442  0.222  0.00
C  -5.206  1.641  -4.027  0.00
H  0.314  -4.355  -3.825  0.00
H  1.132  -3.219  -4.879  0.00
H  -1.283  -2.717  -1.891  0.00
H  2.000  -0.143  -1.743  0.00
H  -0.619  -5.345  -5.781  0.00
H  -2.358  -5.343  -7.521  0.00
H  -3.706  -3.285  -7.926  0.00
H  -1.563  -1.277  -4.823  0.00
H  -5.282  3.370  -6.930  0.00
H  -5.872  5.178  -5.330  0.00
H  -5.886  4.743  -2.906  0.00
H  -6.026  1.544  -1.310  0.00
H  -5.682  3.252  -1.037  0.00
H  -2.472  -0.960  -0.873  0.00
H  -2.909  1.993  1.905  0.00
H  -5.094  0.615  -3.714  0.00
C  6.020  2.264  0.048  0.00
C  6.066  3.742  -0.333  0.00
C  4.692  4.347  -0.602  0.00
N  4.059  3.797  -1.798  0.00
C  3.127  2.838  -1.809  0.00
S  2.349  2.247  -0.454  0.01
N  2.762  2.346  -3.057  0.00
C  3.184  2.693  -4.350  0.00
O  2.376  2.749  -5.240  0.00
C  4.643  2.894  -4.569  0.00
C  5.585  2.201  -3.815  0.00
C  6.937  2.378  -4.065  0.00
C  7.349  3.249  -5.066  0.00
C  6.408  3.928  -5.830  0.00
C  5.056  3.743  -5.589  0.00
H  7.006  1.914  0.357  0.00
H  5.691  1.647  -0.791  0.00
H  5.322  2.096  0.870  0.00
H  6.690  3.877  -1.223  0.00
H  6.529  4.319  0.471  0.00
H  4.783  5.424  -0.750  0.00
H  4.020  4.175  0.234  0.00
H  4.492  4.041  -2.677  0.00
H  1.861  1.894  -3.057  0.00
H  5.252  1.508  -3.051  0.00
H  7.668  1.831  -3.483  0.00
H  8.405  3.396  -5.253  0.00
H  6.730  4.596  -6.619  0.00
H  4.304  4.251  -6.181  0.00

Computed properties:
Gap between HOMO and LUMO (spin up / spin down)   5.438 / 5.463 eV
E_HOMO (spin up / spin down)   -5.7 / -5.8 eV
⟨S²⟩   0.758
Spin multiplicity   2

[3]
DFT (ωB97M-V/def2-TZVPD) results for 3 unconnected molecules or ions with the total composition C4H15NO2 at a distorted geometry.

Each line ends with the natural charge from an NBO analysis.
CARTESIAN COORDINATES (ANGSTROEM)
C  0.691  2.042  0.253  -0.44
N  1.739  1.689  -0.736  -0.64
C  1.318  -0.690  -1.199  -0.63
C  1.229  0.745  -1.765  -0.04
C  -0.108  1.087  -2.410  -0.64
H  1.083  2.022  1.273  0.20
H  0.115  2.960  0.020  0.18
H  -0.103  1.290  0.220  0.19
H  2.057  2.576  -1.102  0.35
H  1.483  -1.375  -2.037  0.21
H  2.203  -0.707  -0.573  0.23
H  0.439  -0.934  -0.604  0.21
H  1.943  0.880  -2.585  0.18
H  -0.192  0.446  -3.281  0.22
H  -0.998  0.847  -1.830  0.20
H  -0.125  2.184  -2.512  0.21
H  -2.950  -3.450  1.465  0.47
H  -3.378  -2.869  0.142  0.47
O  -2.662  -2.858  0.766  -0.93
H  -1.039  -2.069  6.225  0.46
H  -1.807  -2.029  4.963  0.46
O  -0.939  -1.790  5.306  -0.93

Computed properties:
Gap between HOMO and LUMO   9.170 eV
E_HOMO   -8.6 eV
SMILES   CNC(C)C.O.O

[4]
DFT (ωB97M-V/def2-TZVPD) results for C7H6N2S in the gas phase at a distorted geometry.

Each line ends with the natural charge from an NBO analysis.
CARTESIAN COORDINATES (ANGSTROEM)
C  -2.118  0.903  -0.463  0.04
C  -0.835  -1.044  0.986  -0.52
C  0.507  -0.510  0.460  0.00
C  1.515  -1.273  -0.149  -0.27
C  2.468  -0.668  -0.752  0.02
C  2.031  1.295  0.455  0.04
C  0.843  0.713  0.903  -0.27
H  -0.960  -2.100  1.573  0.27
H  -1.079  -0.364  1.847  0.23
H  1.409  -2.305  -0.476  0.22
H  3.121  -1.201  -1.546  0.20
H  2.308  2.331  0.641  0.21
H  0.226  1.256  1.528  0.22
N  -2.281  2.044  -0.396  -0.30
N  2.781  0.661  -0.567  -0.40
S  -2.187  -0.816  -0.341  0.28

Computed properties:
Gap between HOMO and LUMO   9.921 eV
E_HOMO   -9.9 eV
SMILES   N#CSCc1ccncc1

[5]
DFT (ωB97M-V/def2-TZVPD) results for 2 unconnected molecules or ions with the total composition C2H8N2O2S2 at a distorted geometry.

Each line ends with the Löwdin spin population.
CARTESIAN COORDINATES (ANGSTROEM)
C  0.999  -0.912  -0.369  0.02
C  1.660  0.368  0.113  0.00
N  1.098  1.023  1.296  0.00
N  0.914  0.342  -1.114  0.00
O  -1.648  0.857  -0.796  0.16
O  -1.812  -0.840  1.107  0.22
S  -3.951  -0.845  -0.812  0.85
S  -2.061  -0.690  -0.512  0.70
H  0.129  -1.338  0.127  0.01
H  1.780  -1.679  -0.562  0.00
H  2.723  0.368  0.019  0.00
H  1.659  1.865  1.497  0.00
H  0.162  1.248  1.270  0.00
H  1.616  0.334  -1.944  0.00
H  -0.688  0.852  -0.969  0.00
H  -2.582  -0.954  1.649  0.02

Computed properties:
Gap between HOMO and LUMO (spin up / spin down)   4.891 / 6.585 eV
E_HOMO (spin up / spin down)   -4.2 / -9.3 eV
⟨S²⟩   2.009
Spin multiplicity   3

[6]
DFT (ωB97M-V/def2-TZVPD) results for C28H28N2O5 in the gas phase at a distorted geometry.

Each line ends with the natural charge from an NBO analysis.
CARTESIAN COORDINATES (ANGSTROEM)
C  -5.122  0.835  2.038  -0.41
N  -4.500  -0.286  2.709  -0.40
C  -5.366  -1.007  3.620  -0.41
C  -3.160  -0.489  2.637  0.38
C  -2.310  0.517  2.133  -0.34
C  -0.993  0.533  2.527  0.11
N  -0.497  -0.387  3.406  -0.32
C  0.827  -0.239  4.126  -0.14
C  1.786  0.638  3.355  0.59
C  3.181  0.124  3.191  -0.19
C  4.144  1.124  3.010  -0.14
C  5.486  0.821  2.848  -0.22
C  5.895  -0.511  2.770  -0.18
C  4.935  -1.529  2.866  -0.24
C  3.579  -1.230  3.075  -0.11
O  1.499  1.763  2.860  -0.59
C  -1.199  -1.561  3.536  0.10
C  -2.526  -1.612  3.230  -0.33
H  -4.621  1.030  1.087  0.21
H  -6.169  0.585  1.849  0.21
H  -5.090  1.755  2.639  0.21
H  -4.818  -1.687  4.274  0.23
H  -5.916  -0.297  4.252  0.21
H  -6.099  -1.578  3.038  0.20
H  -2.686  1.392  1.615  0.24
H  -0.329  1.317  2.158  0.27
H  1.231  -1.286  4.173  0.25
H  3.817  2.163  3.047  0.23
H  6.195  1.640  2.805  0.22
H  6.949  -0.754  2.627  0.22
H  5.257  -2.572  2.796  0.22
H  2.857  -2.048  3.158  0.21
H  -0.660  -2.452  3.895  0.25
H  -3.092  -2.480  3.567  0.24
C  -1.512  -1.480  8.953  -0.68
C  -1.792  -2.239  7.663  0.54
C  -2.828  -3.363  7.780  -0.63
O  -2.350  -1.312  6.675  -0.56
C  -1.473  -0.352  6.220  0.77
O  -1.916  0.632  5.636  -0.69
C  -0.072  -0.634  6.414  -0.53
C  0.889  0.215  5.709  -0.23
C  2.255  0.313  6.420  0.08
C  2.593  -0.371  7.597  -0.18
C  3.905  -0.300  8.079  -0.23
C  4.821  0.591  7.515  -0.21
C  4.393  1.461  6.508  -0.23
C  3.092  1.357  6.008  -0.23
C  0.326  -2.022  6.561  0.76
O  1.403  -2.490  6.188  -0.68
O  -0.613  -2.867  7.103  -0.54
H  -0.798  -0.661  8.795  0.25
H  -2.462  -1.054  9.303  0.22
H  -1.117  -2.162  9.716  0.22
H  -2.935  -3.843  6.797  0.22
H  -2.494  -4.116  8.504  0.22
H  -3.796  -2.948  8.085  0.22
H  0.467  1.247  5.564  0.25
H  1.836  -0.902  8.204  0.22
H  4.191  -0.908  8.942  0.21
H  5.841  0.672  7.916  0.21
H  5.045  2.252  6.122  0.21
H  2.715  2.149  5.363  0.21

Computed properties:
Gap between HOMO and LUMO   6.957 eV
E_HOMO   -7.1 eV

Values of DFT total energy, in order: -383.1454 -4751.0660 -366.5947 -777.9578 -1137.1171 -1569.4428, all in Eh.